Record 1
Density functional theory data (the ωB97M-V functional and the def2-TZVPD basis) for 2 unconnected molecules or ions with the total composition C2Cl3NS2 in a non-equilibrium geometry.

Summary:
multiplicity: 1
total charge: 0
gap between HOMO and LUMO (spin up / spin down): 7.271 / 7.272 eV
molar mass: 208.522 g/mol
calculated total energy: -62799.384 eV
relative energy (zero: lowest compared OMol25 entry of this formula, charge and spin): 26.6 kcal per mole

```
8
Properties=species:S:1:pos:R:3:forces:R:3:lowdin_charge:R:1
S -1.974 0.248 1.027 0.91 -0.85 -0.68 0.354
C 2.072 0.633 -0.141 -0.54 0.56 0.88 -0.824
Cl -1.016 -0.747 -1.514 0.39 -0.49 0.15 0.577
C -1.057 -0.871 0.181 -1.21 0.96 -0.28 -1.690
Cl 3.626 0.391 -0.443 1.09 -0.38 -0.57 0.794
S -2.510 1.530 -0.296 -0.66 0.68 0.32 0.051
N 1.052 0.930 0.295 -0.22 0.02 -0.30 0.104
Cl -0.194 -2.113 0.891 0.23 -0.51 0.49 0.633
```
Positions in Å, forces in eV/Å.

Record 2
Density functional theory data (the ωB97M-V functional and the def2-TZVPD basis) for 2 unconnected molecules or ions with the total composition CH5NS in a non-equilibrium geometry.

Summary:
SMILES: C=S.N
multiplicity: 1
total charge: 0
gap between HOMO and LUMO: 8.552 eV
molar mass: 63.125 g/mol
calculated total energy: -13441.704 eV
relative energy (zero: lowest compared OMol25 entry of this formula, charge and spin): 22.8 kcal per mole

```
8
Properties=species:S:1:pos:R:3:forces:R:3:lowdin_charge:R:1
H -0.644 -0.641 1.613 0.80 -0.60 -0.40 0.042
S 0.831 -2.431 2.233 0.11 -0.20 0.72 0.658
H -0.061 0.032 -0.274 -0.56 1.12 0.41 -0.067
H 0.405 1.665 -0.383 -0.47 2.43 2.09 -0.028
C 0.151 -1.356 1.280 -1.02 -0.11 1.90 -0.624
N 0.246 0.825 -0.811 1.67 -2.85 -2.51 0.031
H 0.463 -1.413 0.290 0.18 0.16 -1.72 -0.049
H 1.230 0.551 -0.991 -0.70 0.04 -0.48 0.037
```
Positions in Å, forces in eV/Å.

Record 3
Density functional theory data (the ωB97M-V functional and the def2-TZVPD basis) for 2 unconnected molecules or ions with the total composition CF4N2O in a non-equilibrium geometry.

Summary:
multiplicity: 1
total charge: 0
gap between HOMO and LUMO (spin up / spin down): 9.290 / 9.291 eV
molar mass: 132.016 g/mol
calculated total energy: -16928.301 eV
relative energy (zero: lowest compared OMol25 entry of this formula, charge and spin): 113.4 kcal per mole

```
8
Properties=species:S:1:pos:R:3:forces:R:3:lowdin_charge:R:1
F -0.356 1.349 1.406 -0.14 0.72 0.42 0.256
N -0.095 -0.433 -0.763 1.93 0.77 4.76 -0.259
O 0.600 -1.338 -1.063 0.83 -1.24 -1.35 0.071
C 0.411 0.379 1.146 1.09 -2.67 -3.22 -0.443
F 0.234 -0.697 1.888 0.39 1.18 -0.33 0.198
N -1.055 0.197 -1.096 -2.32 1.84 -1.92 0.102
F -1.450 -0.135 -2.465 0.40 -0.27 0.98 -0.099
F 1.711 0.678 0.945 -2.18 -0.32 0.67 0.172
```
Positions in Å, forces in eV/Å.

Record 4
Density functional theory data (the ωB97M-V functional and the def2-TZVPD basis) for 2 unconnected molecules or ions with the total composition C4H8NOS in a non-equilibrium geometry.

Summary:
multiplicity: 1
total charge: +1
gap between HOMO and LUMO (spin up / spin down): 8.237 / 8.643 eV
molar mass: 118.181 g/mol
calculated total energy: -18637.458 eV
relative energy (zero: lowest compared OMol25 entry of this formula, charge and spin): 133.5 kcal per mole

```
15
Properties=species:S:1:pos:R:3:forces:R:3:lowdin_charge:R:1
H -3.590 0.099 0.918 1.35 -0.25 -0.72 0.116
H 3.217 1.226 -0.406 0.48 1.10 -1.35 0.091
O -1.580 -0.335 0.139 -1.58 -1.05 0.73 -0.050
H 3.462 0.462 1.156 -1.76 0.49 -1.55 0.160
N -0.171 0.986 -1.078 3.98 0.00 0.20 0.244
C -2.994 -0.664 0.321 -2.14 1.24 0.34 -0.022
S 1.900 -1.663 -0.486 0.37 0.42 0.42 1.032
C 2.631 0.877 0.392 0.68 -0.02 4.76 -0.143
C 1.732 -0.112 -0.048 -2.12 -0.38 -1.51 -0.489
H 2.030 1.625 1.001 1.07 -0.30 -1.15 0.126
H -2.944 -1.481 0.992 -0.11 -1.14 0.15 0.075
H -1.945 0.991 -1.494 -0.70 -0.22 0.54 0.174
H 3.211 -1.699 -0.090 -0.20 -0.45 -0.24 -0.035
H -3.698 -0.845 -0.569 1.96 -0.01 0.70 0.130
C -1.261 0.533 -0.749 -1.28 0.57 -1.34 -0.408
```
Positions in Å, forces in eV/Å.

Record 5
Density functional theory data (the ωB97M-V functional and the def2-TZVPD basis) for 7 unconnected molecules or ions with the total composition C19H51BrNO6S6 in a non-equilibrium geometry.

Summary:
multiplicity: 1
total charge: +1
gap between HOMO and LUMO: 7.374 eV
molar mass: 661.924 g/mol
calculated total energy: -169345.169 eV

```
84
Properties=species:S:1:pos:R:3:forces:R:3:lowdin_charge:R:1
O -3.270 1.946 3.059 -0.38 0.42 0.12 -0.574
H 1.285 -4.122 -1.604 0.11 2.44 0.00 0.127
H 4.595 -4.827 2.674 -1.42 2.01 -0.10 0.147
O 2.588 3.594 3.818 -0.52 -0.48 0.04 -0.562
H -2.774 -2.709 -5.070 0.02 0.09 0.21 0.033
S 5.113 -0.664 5.513 -0.19 0.22 0.33 0.810
H 4.267 -2.234 7.138 0.04 0.08 -0.10 0.065
H -1.766 5.930 -6.352 -0.01 -0.10 -0.07 0.060
S -4.545 2.734 3.128 0.31 -0.10 0.09 0.815
H 6.026 -2.432 6.865 -0.05 0.06 -0.08 0.061
O -3.857 -0.633 -5.382 -0.14 0.58 0.28 -0.566
H -1.432 -3.750 -4.500 -0.08 -0.08 0.14 0.057
H 1.551 1.597 2.036 -0.06 0.11 0.09 0.034
H 3.660 -4.572 0.716 -1.03 0.24 0.40 0.173
C 5.061 -2.246 6.388 -0.11 -0.02 0.07 -0.255
H 2.307 -1.974 1.177 1.37 -1.07 -2.07 0.144
H -5.219 1.970 5.292 0.05 0.10 -0.17 0.052
H 4.860 -3.038 5.662 0.05 0.13 0.02 0.030
H -3.008 -5.691 -4.161 0.00 0.11 0.07 0.058
C 4.536 -2.380 2.599 -1.42 1.43 0.33 -0.177
H -5.818 3.617 4.969 0.06 -0.06 -0.08 0.055
C -4.130 4.468 2.821 0.10 0.05 0.00 -0.269
H -4.104 3.355 5.417 -0.01 -0.03 -0.12 0.058
H 5.416 1.403 6.677 -0.03 -0.19 -0.09 0.061
H 0.643 0.626 3.237 0.00 0.10 0.03 0.056
C 3.130 -2.571 0.555 0.20 3.17 0.61 -0.262
H 6.341 0.086 7.441 -0.05 -0.03 -0.12 0.059
H 0.561 3.373 -8.028 -0.19 0.06 0.05 0.052
H 5.507 -1.976 0.501 -2.20 0.57 0.69 0.129
H 0.385 4.973 -7.261 -0.11 -0.06 -0.04 0.059
H -0.888 2.687 3.661 0.02 0.00 -0.03 0.029
H 0.177 3.481 -6.291 -0.06 0.00 -0.05 0.046
H -2.040 4.468 -5.354 0.02 -0.01 -0.08 0.033
H 3.205 -3.821 3.617 1.11 -0.80 -2.55 0.153
C 0.268 -2.285 -0.696 -0.06 -1.70 -0.70 -0.558
S -1.743 3.913 -7.676 -0.05 0.40 -0.60 0.794
O -1.927 4.700 -8.940 0.17 -0.43 0.88 -0.548
H 2.132 -4.271 1.466 1.07 0.31 -0.55 0.188
H 5.487 -2.141 3.238 -1.68 -0.93 -1.49 0.104
H -6.448 0.268 -4.261 0.18 0.07 -0.07 0.054
C -5.566 0.814 -3.918 0.00 -0.10 0.09 -0.262
N 3.104 -3.915 1.307 0.76 -0.91 -0.27 0.038
H 3.490 -1.727 -1.588 -1.29 -2.04 1.45 0.144
C 1.456 -2.948 -1.611 -0.20 -0.10 -0.11 -0.258
C 2.980 -2.676 -1.074 0.19 -0.64 0.06 -0.154
Br 0.427 -0.266 -0.514 0.09 -1.67 0.00 0.548
H -5.170 0.334 -3.020 0.05 0.01 -0.11 0.057
H -0.277 4.317 4.041 0.17 -0.13 0.02 0.050
H 0.066 3.595 2.447 0.08 -0.04 0.08 0.059
H -3.324 4.783 3.488 -0.06 -0.10 -0.01 0.052
H 4.238 -0.608 1.257 0.77 -2.57 -1.11 0.149
H 3.671 -1.744 3.117 2.05 -1.27 -0.83 0.095
H 0.281 -2.840 0.344 -0.17 1.62 -1.87 0.078
C 4.501 -1.754 1.054 -0.65 -1.46 2.20 -0.088
C 0.020 3.943 -7.269 0.11 0.08 -0.02 -0.271
H -2.811 1.150 -3.392 -0.07 -0.02 -0.07 0.056
C -2.271 4.962 -6.300 -0.01 0.14 0.04 -0.274
O -2.350 -4.175 -1.814 0.09 0.10 -0.24 -0.588
H -2.158 1.753 -4.937 -0.18 -0.07 -0.04 0.040
H -3.350 5.114 -6.374 0.14 -0.09 -0.10 0.053
S 1.459 2.679 4.191 0.29 0.32 -0.19 0.810
C -2.166 -2.996 -4.208 0.08 -0.15 -0.06 -0.273
S -3.236 -3.646 -2.902 0.04 -0.02 -0.29 0.818
H -3.412 2.690 -4.083 -0.05 -0.09 -0.05 0.048
H 3.624 -3.624 -1.407 -1.16 2.07 0.65 0.130
H 2.423 0.682 3.293 -0.07 0.18 0.19 0.008
C 3.883 -3.893 2.640 1.09 1.62 1.62 -0.099
H -1.647 -2.115 -3.824 -0.19 -0.05 0.00 0.042
H -0.774 -2.479 -1.196 2.09 0.28 1.06 0.047
H -5.843 1.848 -3.701 0.05 -0.06 -0.09 0.055
C -4.960 2.947 4.876 0.06 -0.02 0.09 -0.268
H -4.398 -4.711 -4.720 0.06 0.07 0.11 0.059
H -3.801 4.568 1.784 -0.07 -0.13 0.13 0.050
O 3.726 -0.377 5.017 0.34 -0.24 0.21 -0.568
S -4.325 0.785 -5.235 0.04 -0.29 -0.03 0.831
C -3.053 1.684 -4.314 0.11 -0.07 0.09 -0.270
C 5.387 0.355 6.983 -0.06 0.10 0.00 -0.247
H -4.513 -5.645 -3.207 0.11 0.16 -0.01 0.052
H 1.365 -2.597 -2.738 0.22 -0.67 2.43 0.128
C 1.520 1.257 3.074 0.07 -0.10 -0.20 -0.286
H 4.573 0.208 7.696 0.01 -0.06 -0.16 0.065
H -5.014 5.090 2.980 0.03 -0.10 -0.01 0.055
C -3.845 -5.064 -3.847 0.03 -0.12 0.05 -0.261
C -0.062 3.386 3.512 -0.02 -0.02 -0.04 -0.273
```
Positions in Å, forces in eV/Å.

Record 6
Density functional theory data (the ωB97M-V functional and the def2-TZVPD basis) for a molecular structure, C32H52CrN7SSb in a non-equilibrium geometry.

Summary:
multiplicity: 5
total charge: 0
gap between HOMO and LUMO (spin up / spin down): 3.320 / 5.907 eV
molar mass: 740.640 g/mol
calculated total energy: -90249.511 eV
expectation value of S²: 6.0651
relative energy (zero: lowest compared OMol25 entry of this formula, charge and spin): 16.6 kcal per mole

```
94
Properties=species:S:1:pos:R:3:forces:R:3:mulliken_spin:R:1
H -0.748 2.257 0.175 0.18 0.17 -0.10 -0.021
H 0.584 -4.792 0.079 -0.09 0.01 -0.13 0.002
C -2.768 -0.710 -4.932 0.23 -0.12 0.17 -0.002
H 0.950 3.401 1.247 0.01 0.20 0.09 0.002
C 1.319 2.872 0.369 -0.06 -0.15 0.05 0.011
C 3.106 -2.380 0.176 0.06 -0.10 -0.15 0.070
C 0.923 -3.753 0.126 0.03 0.07 0.23 0.028
C 2.514 0.156 4.851 -0.34 -0.21 0.04 -0.017
C -2.617 1.304 1.071 -0.33 0.33 0.41 0.008
C 1.597 0.030 2.487 0.11 0.65 -0.92 -0.021
H 1.930 -0.786 6.648 0.00 0.00 -0.02 0.006
H -3.144 -3.243 0.085 0.04 -0.01 0.17 0.002
H -2.840 2.431 2.753 0.26 0.11 -0.44 0.000
H -2.984 0.134 -5.589 -0.05 0.09 -0.08 0.001
C 2.915 -1.799 -1.231 -0.02 0.21 0.28 0.022
C 1.740 -0.739 5.583 0.00 0.04 0.17 0.070
H -4.148 -4.389 -0.801 -0.08 -0.10 0.08 0.000
H -1.637 -3.302 -4.588 -0.18 0.14 0.09 0.001
C 0.107 2.426 -0.480 0.18 0.18 0.16 0.065
H 0.212 -3.636 2.139 -0.09 0.14 -0.11 -0.001
H 3.277 -0.325 -5.580 0.06 -0.07 -0.01 0.037
C -3.315 -2.821 -2.016 0.62 0.36 -0.01 0.004
H 4.176 -2.518 0.343 0.02 0.01 0.02 0.002
C 2.665 0.204 -4.860 0.42 -0.13 -0.91 0.419
C -1.904 -0.240 -3.775 0.20 -0.28 0.47 0.004
C 0.738 -1.566 5.092 0.29 0.17 -0.04 -0.016
Sb -1.319 -1.814 -2.305 -0.82 -0.48 -1.44 -0.115
H -5.365 -2.432 -1.521 -0.14 0.00 0.03 0.000
C 1.320 2.272 -4.601 0.95 -0.29 -2.05 0.300
H 1.936 3.559 -0.214 0.03 0.04 0.08 0.000
H -2.694 1.766 -3.702 -0.03 0.14 -0.10 -0.001
H 2.317 1.652 -6.348 0.01 0.06 -0.05 -0.007
H -0.516 2.312 3.277 -0.15 -0.02 -0.18 0.000
H 0.196 -2.137 5.840 0.00 -0.03 -0.05 -0.002
C 2.105 1.389 -5.319 -0.67 0.85 0.35 -0.158
H 2.887 -4.464 -0.288 0.07 -0.01 0.08 0.000
H 3.126 1.293 3.230 -0.06 -0.06 -0.04 0.009
H -0.269 -5.354 -4.178 0.03 -0.08 -0.03 0.000
H 2.756 -1.656 0.907 0.23 -0.04 -0.03 -0.005
N 1.509 0.551 1.263 0.40 -0.07 1.62 -0.175
H -1.094 0.747 3.264 -0.13 0.15 -0.09 0.001
C 1.829 -0.064 -2.472 0.79 0.12 -2.14 0.233
S -2.020 -0.234 0.690 -0.52 1.03 -0.07 -0.008
N 0.412 1.190 -1.143 -0.91 0.52 0.43 -0.075
H -1.490 -5.069 -2.938 -0.04 -0.16 0.12 0.000
H -4.697 -1.282 -2.677 -0.04 0.13 0.07 0.000
H -0.160 3.248 -1.153 -0.09 -0.19 0.06 0.005
H 3.154 -1.307 -3.544 0.00 -0.11 0.12 -0.021
H -0.968 -3.076 0.916 0.10 -0.14 0.17 -0.022
C -0.780 -3.279 -3.915 0.10 0.25 0.44 -0.003
C 2.566 -0.404 -3.614 -0.62 0.03 1.44 -0.080
H -4.060 1.211 -0.304 -0.01 -0.03 -0.02 0.000
N -2.120 2.079 2.113 -0.53 -0.88 -0.35 0.004
H -2.389 -4.475 -0.943 0.05 -0.07 0.12 0.000
H -3.537 0.627 -2.663 -0.22 -0.01 0.08 0.001
H -3.715 -1.114 -4.582 -0.15 -0.09 -0.04 0.000
C 2.231 1.715 0.821 0.33 0.58 -0.31 0.031
C 1.012 1.153 -2.337 0.22 1.28 -1.94 0.119
H 0.987 3.154 -5.137 0.02 0.03 -0.03 0.038
H 3.867 -1.344 -1.539 -0.04 -0.09 -0.15 -0.022
H -0.940 0.099 -4.166 0.05 -0.02 0.10 0.020
H 1.304 -2.757 -4.027 0.16 0.06 -0.01 -0.015
H -0.428 -2.523 3.657 0.07 -0.03 -0.04 0.009
C 2.427 0.519 3.521 0.15 0.11 -0.05 0.073
C 0.825 -1.214 2.575 -0.34 -0.68 -0.36 0.062
C 0.875 2.176 -3.286 -0.49 -0.88 2.41 0.100
H 2.901 2.110 1.590 -0.05 -0.09 -0.14 0.002
H -2.261 -1.467 -5.523 -0.03 -0.10 -0.13 0.000
H -3.472 -3.375 -2.945 0.04 0.02 -0.03 0.000
H 3.268 0.684 5.424 0.03 0.05 -0.04 -0.002
C 0.440 -2.813 -4.685 -0.19 0.10 0.07 0.041
N -3.701 1.844 0.397 0.62 -0.86 0.93 0.002
H 2.622 -4.070 1.413 0.03 -0.13 0.03 -0.002
H 0.260 3.011 -2.973 -0.05 -0.06 0.06 -0.012
H -4.239 -1.196 -0.954 -0.10 0.10 0.02 0.000
H 0.283 -1.830 -5.122 0.15 0.13 -0.05 -0.010
C -4.471 -1.863 -1.785 0.06 -0.05 -0.18 0.001
H 0.672 -3.512 -5.490 0.03 -0.08 -0.10 -0.006
N 1.886 -0.783 -1.330 -0.20 -1.07 1.77 -0.025
C 0.094 -3.057 1.213 -0.26 -0.53 -0.25 0.030
N 0.516 -1.693 1.371 0.34 -0.67 1.72 -0.159
H 0.727 -3.284 -0.842 -0.03 -0.08 0.02 -0.006
C -3.235 -3.794 -0.850 0.15 0.02 -0.21 0.000
H 0.209 -4.694 -2.612 0.10 -0.11 0.08 -0.001
H 2.854 1.400 -0.029 -0.12 0.08 0.17 -0.007
C -2.557 0.914 -3.036 0.20 0.07 0.08 0.015
C -0.571 -4.682 -3.372 -0.16 0.14 0.08 -0.003
C 2.428 -3.738 0.389 -0.13 0.21 -0.02 -0.003
H -1.944 1.235 -2.195 0.05 0.10 0.09 0.002
Cr 0.457 -0.367 -0.042 0.40 -0.23 -1.62 3.101
H -4.432 2.229 0.983 0.11 0.39 -0.16 0.000
C 0.370 -1.802 3.782 -0.18 0.09 -0.06 0.066
H 2.713 -2.634 -1.919 0.09 -0.04 -0.16 -0.007
N -0.945 1.590 2.708 -0.13 0.01 0.36 0.006
```
Positions in Å, forces in eV/Å.

- Look up the total charge of the first one.
  0

- Which value of calculated total energy does entry 6 give?
  -90249.511 eV